Density functional theory data (ωB97M-V/def2-TZVPD) for a cluster of 10 separate species, C48H112N4O10 in total in a non-equilibrium geometry.

Each line ends with the Mulliken charge.
Positions of all 174 atoms, in Å:
C1 0.652847 0.313236 -0.485831  -1.481
C2 -0.804207 -0.124194 -0.276091  2.968
C3 -0.774649 -1.585006 0.204337  0.232
C4 -1.352384 0.796873 0.816001  -1.045
C5 -2.848433 0.620392 1.020511  0.539
C6 -3.523886 0.861068 -0.325404  -2.037
C7 -2.979130 0.087987 -1.521299  1.938
C8 -3.606743 -1.317365 -1.545118  -1.213
C9 -3.474191 0.810040 -2.781568  -1.990
N1 -1.509946 0.091483 -1.552802  1.229
O1 -1.109055 -0.885202 -2.505326  -0.218
H1 1.206956 -0.397635 -1.108533  -0.103
H2 0.832861 1.315330 -0.874250  0.132
H3 1.212168 0.229195 0.455466  0.089
H4 0.075047 -1.718280 0.869773  -1.007
H5 -1.632174 -1.806419 0.856659  -0.487
H6 -0.876316 -2.328969 -0.580871  0.337
H7 -0.747634 0.710697 1.720803  -0.124
H8 -1.207584 1.832587 0.477505  -0.137
H9 -3.156077 -0.334707 1.440131  0.243
H10 -3.135834 1.448348 1.674274  -0.429
H11 -3.741036 1.922529 -0.506870  0.294
H12 -4.581406 0.592014 -0.169779  0.492
H13 -4.665239 -1.291011 -1.296448  0.400
H14 -3.045530 -1.932066 -0.842311  -0.041
H15 -3.519757 -1.841004 -2.498116  0.317
H16 -3.040846 1.802969 -2.918370  0.279
H17 -4.558569 0.956248 -2.743155  0.421
H18 -3.288935 0.189628 -3.659084  0.216
H19 -0.739663 -0.349193 -3.214027  -0.248
C10 4.416433 -5.213099 1.009001  -1.305
C11 4.477519 -5.191690 -0.526058  1.379
C12 5.021387 -6.513405 -1.040192  -1.941
C13 3.042384 -5.045395 -1.049814  -1.059
C14 2.500641 -3.623094 -0.890310  1.296
C15 3.430228 -2.696439 -1.638259  -1.374
C16 4.847593 -2.681527 -1.082469  1.951
C17 5.763293 -1.976985 -2.077365  -2.115
C18 4.937296 -1.987796 0.282873  -1.532
N2 5.264862 -4.092669 -1.063167  0.259
O2 6.649455 -4.256698 -0.855437  -0.506
H20 5.426762 -5.252496 1.438197  0.438
H21 3.895052 -4.363261 1.435545  0.079
H22 3.968493 -6.156701 1.328107  0.421
H23 4.544549 -7.350633 -0.529318  0.372
H24 4.913539 -6.565223 -2.120898  0.449
H25 6.082208 -6.602217 -0.798004  0.398
H26 2.978611 -5.338280 -2.102654  0.490
H27 2.401199 -5.758167 -0.522842  -0.111
H28 1.475820 -3.568766 -1.258814  0.199
H29 2.477399 -3.398666 0.179879  -0.668
H30 3.055546 -1.666636 -1.680109  0.010
H31 3.440990 -2.960898 -2.702430  0.392
H32 5.743063 -2.530069 -3.010758  0.481
H33 6.750855 -1.853116 -1.636864  0.394
H34 5.408737 -0.953311 -2.240939  0.378
H35 5.878311 -2.239977 0.785369  0.340
H36 4.154320 -2.236339 0.993285  0.024
H37 5.004096 -0.911328 0.105229  0.506
H38 6.779795 -4.289541 0.105278  0.382
C19 0.576254 8.177892 -3.960567  -1.890
C20 0.757559 7.884913 -2.484869  1.542
C21 2.249237 7.950864 -2.130639  -1.637
C22 -0.039427 8.941958 -1.703154  -1.162
C23 -0.360742 8.569298 -0.242884  -0.755
C24 -0.926005 7.174568 -0.134638  -0.900
C25 -0.087659 6.135435 -0.854708  2.441
C26 1.127836 5.773532 0.009675  -1.545
C27 -0.929359 4.858102 -0.917158  -2.193
N3 0.144290 6.571273 -2.226652  0.078
O3 0.937631 5.571649 -2.856144  -0.424
H39 -0.447365 8.354501 -4.289337  0.398
H40 1.178194 9.035885 -4.276340  0.368
H41 0.963501 7.361731 -4.580079  0.387
H42 2.622398 8.912137 -2.481209  0.501
H43 2.393355 7.936807 -1.044832  0.365
H44 2.813325 7.080167 -2.456002  0.272
H45 0.527196 9.872795 -1.718072  0.410
H46 -1.007614 9.044493 -2.201423  0.356
H47 0.566873 8.731091 0.318389  0.318
H48 -1.071738 9.308418 0.132528  0.441
H49 -1.948615 7.160623 -0.530768  0.536
H50 -1.077956 6.920797 0.918720  -0.114
H51 1.822137 5.112462 -0.506142  0.406
H52 0.748406 5.247361 0.886819  0.087
H53 1.645884 6.644208 0.416712  0.325
H54 -0.439643 4.047455 -1.462598  0.237
H55 -1.904305 5.018285 -1.388953  0.598
H56 -1.135192 4.436744 0.070605  0.186
H57 0.370528 5.170841 -3.521756  0.386
C28 -1.304623 -6.223695 3.613368  -1.838
C29 -0.768782 -5.299444 2.520332  1.962
C30 -0.095526 -4.104609 3.185684  -2.194
C31 0.361937 -5.996678 1.751250  -0.851
C32 -0.172368 -7.110170 0.878775  -0.872
C33 -1.131122 -6.446424 -0.112856  -1.317
C34 -2.293134 -5.668209 0.487532  1.998
C35 -2.832200 -4.704664 -0.566078  -2.003
C36 -3.404308 -6.630785 0.916274  -1.610
N4 -1.759272 -4.828398 1.579478  0.877
O4 -2.822921 -4.233915 2.328038  -0.660
H58 -0.514664 -6.585879 4.279655  0.398
H59 -1.970923 -5.679124 4.287821  0.357
H60 -1.837362 -7.095353 3.244836  0.346
H61 -0.769695 -3.528640 3.833281  0.518
H62 0.775481 -4.417015 3.761873  0.500
H63 0.170462 -3.308622 2.483859  0.016
H64 0.850251 -5.266802 1.100707  -0.391
H65 1.084048 -6.346614 2.491586  0.734
H66 0.584818 -7.538169 0.215713  0.491
H67 -0.647695 -7.912545 1.444016  0.422
H68 -1.498051 -7.191677 -0.821581  0.523
H69 -0.499966 -5.757555 -0.686881  0.031
H70 -2.061092 -4.430770 -1.290717  0.273
H71 -3.331981 -3.851363 -0.117551  0.463
H72 -3.589259 -5.107712 -1.253012  0.438
H73 -3.216088 -7.074639 1.899509  0.227
H74 -3.464598 -7.511691 0.277441  0.375
H75 -4.349491 -6.111095 1.065042  0.375
H76 -3.069548 -3.473113 1.792189  0.394
C37 2.146492 3.150418 3.020631  -0.010
C38 2.861663 3.023962 4.351628  -0.509
O5 2.018953 3.297795 5.460534  -0.562
H77 1.668115 4.124430 2.931256  0.157
H78 1.403292 2.365419 2.834521  -0.362
H79 2.845969 2.904561 2.213517  0.472
H80 3.690763 3.719215 4.458661  0.386
H81 3.282491 2.008545 4.393806  0.184
H82 1.349177 2.619877 5.576471  0.265
C39 -1.667280 5.193056 3.558586  -1.135
C40 -1.525477 3.748293 4.013769  0.811
O6 -2.446294 3.517979 5.088915  -0.596
H83 -1.648588 5.827681 4.441143  0.411
H84 -2.618387 5.316021 3.031288  0.323
H85 -0.914372 5.458184 2.815825  0.049
H86 -0.491276 3.635234 4.349537  -0.036
H87 -1.762953 3.051135 3.204520  -0.164
H88 -2.036937 2.859710 5.656604  0.334
C41 -1.511192 -1.164758 -6.047441  -0.354
C42 -2.055816 -2.586782 -6.263731  -0.604
O7 -3.427406 -2.707605 -5.925168  -0.519
H89 -1.681994 -0.527947 -6.913591  0.526
H90 -0.454941 -1.206472 -5.774196  0.188
H91 -2.015786 -0.702503 -5.197312  -0.062
H92 -1.474476 -3.284496 -5.664978  0.303
H93 -1.912754 -2.844942 -7.318997  0.369
H94 -3.937880 -2.306851 -6.633492  0.293
C43 2.290844 -1.263145 3.112344  -0.406
C44 1.548889 -0.968915 4.388769  -0.671
O8 0.488877 -0.037532 4.167850  -0.313
H95 1.576518 -1.188417 2.278570  -0.160
H96 2.731273 -2.249354 2.999627  0.256
H97 2.952047 -0.444067 2.812473  0.529
H98 2.261679 -0.594477 5.134170  0.416
H99 1.154544 -1.894717 4.823118  0.283
H100 0.442868 0.492602 4.967012  0.157
C45 1.351239 1.218751 -3.985149  -1.033
C46 0.271574 2.249570 -4.233685  0.473
O9 -0.399968 2.040875 -5.469690  -0.555
H101 1.968728 1.145215 -4.886196  0.540
H102 0.950529 0.207708 -3.888890  0.150
H103 1.894660 1.479865 -3.080453  0.309
H104 0.711948 3.255719 -4.194197  0.107
H105 -0.448083 2.263363 -3.410249  -0.216
H106 0.302247 2.020833 -6.127735  0.358
C47 -6.528194 1.912179 3.114318  -1.359
C48 -5.254856 2.406072 3.747540  0.142
O10 -4.557797 1.306503 4.341381  -0.521
H107 -6.913598 2.710012 2.468372  0.344
H108 -7.319429 1.750146 3.844600  0.366
H109 -6.336649 1.045693 2.485418  0.295
H110 -5.431734 3.136690 4.539130  0.488
H111 -4.617780 2.861907 2.979591  -0.006
H112 -4.055884 1.681687 5.069284  0.278

Atoms 1-3, force components in eV/Å:
1.0383 -0.8169 0.1158
1.1857 -0.0510 -0.0663
-1.1095 0.0970 0.7721

## Properties
**E_LUMO**: 0.1 eV
**HOMO**: -8.27 eV
**HOMO-LUMO gap**: 8.36 eV
**Charge**: 0
**SMILES string**: CC1(C)CCCC(C)(C)N1O.CC1(C)CCCC(C)(C)N1O.CC1(C)CCCC(C)(C)N1O.CC1(C)CCCC(C)(C)N1O.CCO.CCO.CCO.CCO.CCO.CCO
**F_max**: 2.03 eV Å⁻¹
**Energy above the lowest of the compared OMol25 structures with the same formula, charge and spin**: 2.033 eV